Entry 1:
7 unconnected molecules or ions with the total composition C25H54N7O6 at a distorted geometry, computed with ωB97M-V/def2-TZVPD.

Properties
Electronic energy in hartree: -1819.49488
Charge: -1
LUMO level in eV: 2.060
HOMO-LUMO gap in eV: 3.70

```
92
C25H54N7O6 | OMol25 | ωB97M-V/def2-TZVPD
H 1.600 -2.697 -0.684
C 6.189 -0.919 4.154
C 3.061 2.326 0.714
H 4.484 3.473 2.131
H -2.603 6.426 2.261
N -2.233 -4.860 -0.887
H -0.968 7.927 3.076
H -1.891 0.639 -1.944
C -10.065 -0.939 -0.517
H -2.985 -6.721 -0.414
H -3.492 0.032 -3.573
O 3.356 -3.552 -2.706
H 5.376 -3.987 -4.147
O -1.717 -3.200 -2.306
C 6.158 -1.828 2.957
H -7.300 -0.235 0.246
H -1.184 6.504 4.150
H -1.862 -0.075 -0.320
H -0.320 5.031 0.871
H 6.642 -2.779 3.195
C -0.240 -5.084 -2.313
C 2.252 3.375 4.032
H -5.537 1.199 -1.690
C -2.441 0.003 -1.245
C -0.478 7.061 3.529
H 6.655 -1.349 2.109
H 4.846 1.622 2.095
C 3.086 2.080 3.469
H -4.584 1.391 -3.947
O -4.110 0.938 0.195
H -1.995 -5.949 0.849
C -7.890 -0.648 -1.771
C 3.949 2.410 2.100
H 4.419 -3.688 -5.610
H -6.022 -0.918 -0.777
O 1.288 5.925 2.378
H 9.253 -0.007 3.920
H 2.400 1.130 3.252
H 1.100 3.190 3.908
H -2.566 -1.001 -1.660
H 3.861 1.704 4.295
N -0.778 5.619 1.557
C -2.210 5.776 1.478
C -4.470 0.469 -3.372
H 2.542 -0.316 -5.245
H -2.665 4.786 1.564
H -2.451 6.197 0.499
N 2.581 -2.124 -4.253
H 0.335 7.420 4.168
H 3.224 3.315 0.101
C 1.214 -0.219 -0.044
H 1.255 1.841 -1.235
N -4.656 0.787 -1.977
H 1.800 -2.002 -3.618
H -7.319 -1.977 -0.192
H -10.707 -1.791 -0.754
H -9.468 -1.168 0.367
H -10.689 -0.064 -0.320
H 2.488 3.448 5.196
H 1.681 -1.652 -6.048
C 1.326 -1.606 -0.300
H 3.463 -1.583 -6.098
H 8.676 -1.582 3.313
H -3.018 -4.272 -0.629
C -3.784 0.607 -0.944
H -5.253 -0.235 -3.666
C 8.716 -0.923 4.181
H -1.209 -6.684 -0.574
N 7.404 -0.551 4.653
C -1.439 -4.306 -1.848
H 0.444 -5.257 -1.477
H -9.715 -0.433 -2.547
H 7.337 0.061 5.458
H 2.498 4.393 3.510
O -7.356 -0.384 -2.846
C -7.088 -0.966 -0.539
C -2.083 -6.133 -0.225
C 2.581 -1.380 -5.490
C 0.904 1.417 -0.199
H 0.291 -4.512 -3.079
H 3.477 1.435 0.059
H 5.287 -2.341 -4.800
H 5.119 -2.029 2.679
N 1.561 2.146 0.958
H 9.240 -1.425 4.998
C 4.725 -3.266 -4.649
O 5.160 -0.505 4.685
H -0.555 -6.035 -2.750
C 0.086 6.168 2.459
N -9.250 -0.658 -1.674
C 3.517 -3.002 -3.793
H -0.261 1.546 -0.069
```



Entry 2:
6 unconnected molecules or ions with the total composition C25H54O12PS5, computed with ωB97M-V/def2-TZVPD.

Properties
Electronic energy in hartree: -4219.97306
Charge: -1
LUMO level in eV: 1.706
Energy above the lowest of the compared OMol25 structures with the same formula, charge and spin in kcal/mol: 0.0
HOMO-LUMO gap in eV: 4.73

```
97
C25H54O12PS5 | OMol25 | ωB97M-V/def2-TZVPD
C -4.764 -1.895 0.185
H 2.435 1.524 0.796
O -2.877 -4.749 -4.862
C 3.333 4.339 4.574
H -3.244 -2.681 -1.133
H 2.079 3.242 3.142
O 0.891 6.909 5.323
H 3.763 1.363 1.963
H -4.395 -2.672 -2.902
H -2.440 -4.542 -0.037
H -2.574 6.848 4.996
H 2.902 -6.934 -3.737
S 1.882 -4.273 -3.039
H 1.519 4.895 3.497
C 2.607 -6.276 -4.558
S 3.295 4.926 1.977
C 1.073 -6.222 -4.651
C 0.560 -5.411 -3.453
H -2.018 -4.544 2.053
H -0.355 -2.334 1.455
H 0.711 8.396 3.189
H 2.182 -2.553 0.739
H 0.381 -6.028 -2.575
C -0.758 -2.995 0.681
H -1.423 -1.769 -5.548
H -1.245 9.772 2.907
H -5.039 -3.249 -4.469
H 3.901 3.410 4.662
H 3.822 -2.242 1.388
O 2.424 -4.598 -1.744
H 0.690 -4.172 -0.451
H -0.332 -4.830 -3.677
H -0.470 -5.123 0.500
O -1.738 -3.110 -3.356
H 3.059 -6.658 -5.473
C -4.264 -2.656 -3.982
H 5.478 4.539 2.780
H -2.718 -2.552 2.190
S -0.278 6.700 4.500
H -2.730 -1.320 -0.121
C 2.955 -1.801 0.894
O -0.607 5.382 4.025
C 4.052 0.236 0.099
H 0.783 -5.729 -5.582
C -4.179 -1.252 -4.565
O 0.907 -0.392 1.708
C 4.289 5.513 4.326
C 2.388 4.259 3.372
H 2.968 -4.205 -5.136
H -3.548 -0.629 -3.929
H -2.309 8.376 2.801
S -2.687 -3.395 -4.393
H -5.163 -0.788 -4.618
C -1.735 8.851 4.829
H -5.047 -2.195 1.202
C -1.442 8.786 3.323
H 3.993 -1.657 -1.006
C -5.999 -3.770 -0.672
H -2.148 -2.947 -6.671
H -5.711 -4.353 -1.561
H 4.064 -4.778 -3.847
O -6.574 -4.287 0.251
H 3.748 6.455 4.440
H -0.762 -2.406 -0.244
H -4.263 -1.857 -6.639
P -2.558 -3.555 1.095
O -5.716 -2.461 -0.781
H 2.454 -0.801 -0.944
C 3.350 -1.049 -0.371
C -0.234 7.860 3.127
C 3.184 0.850 1.202
O 3.595 3.884 1.026
O 1.501 -2.923 -3.360
H 5.195 6.273 2.460
H 4.195 0.944 -0.716
H -4.932 -0.817 0.105
C 4.775 5.365 2.887
H -0.962 9.435 5.333
H 5.122 5.516 5.029
H 0.633 -7.219 -4.659
H 5.039 -0.012 0.498
C 0.155 -4.215 0.501
H -0.271 7.292 2.202
H 0.892 -4.337 1.304
O 2.650 6.144 1.541
H 2.768 4.471 5.496
S 2.312 -0.526 1.972
C -3.542 -1.404 -5.955
H -2.697 9.317 5.037
H -1.569 7.307 6.399
C 3.062 -4.849 -4.261
C -2.325 -2.323 -5.798
H -3.912 -4.064 1.357
C -1.699 7.408 5.325
C -3.320 -2.243 -0.130
H -3.252 -0.441 -6.375
O 2.806 -0.715 3.318
```



Entry 3:
A molecular structure, C25H55AlBCaCsF4LiN3O12 at a distorted geometry, computed with ωB97M-V/def2-TZVPD.

Properties
Electronic energy in hartree: -3424.68460
Charge: 0
LUMO level in eV: -3.634
HOMO-LUMO gap in eV: 2.32

```
104
C25H55AlBCaCsF4LiN3O12 | OMol25 | ωB97M-V/def2-TZVPD
H 2.844 -1.104 -3.196
C 1.681 6.378 -4.462
H 2.261 -0.079 -0.370
C 4.481 1.557 1.363
C -4.360 -0.981 0.435
H 3.246 7.632 -3.568
H -5.020 -2.640 3.499
H 3.361 5.515 -2.305
H 2.425 5.870 -5.077
H 2.923 4.101 1.614
H -4.554 -5.334 0.417
H -0.718 -5.252 2.806
C -4.190 -1.557 1.847
C 0.052 -3.271 2.903
O 2.110 4.507 4.647
H 0.900 -3.661 3.447
C 2.925 4.758 2.471
H -3.195 -2.962 -6.278
C -5.074 -2.617 2.413
H -4.670 -3.666 -0.133
H 1.540 0.529 -1.860
O 1.768 -1.673 2.225
H -6.108 -2.407 2.163
H -0.224 -4.594 1.271
C -4.072 -1.253 -4.447
H -4.371 -0.642 2.487
Ca -2.410 -0.386 2.955
H -3.209 -4.293 -5.115
C -3.474 -1.574 -0.661
O -4.547 -0.613 -3.523
H -2.188 -2.585 1.890
H 1.044 6.977 -5.106
H -4.435 1.059 1.294
O 3.997 6.277 0.413
N 4.955 6.988 0.830
H -3.627 -0.663 -6.479
C 2.688 -1.245 -2.126
O -2.001 1.773 -3.941
F 1.044 -6.427 3.864
N 2.251 3.996 3.562
C 2.305 7.155 -3.308
H 1.836 -1.912 -1.998
O 0.864 5.364 -3.828
O -2.789 -4.299 0.521
C -3.810 -3.502 -5.567
H 2.862 -0.025 2.581
H 3.470 1.905 1.144
H -3.975 0.996 -0.422
F 1.215 -4.648 5.947
F 1.607 -7.338 6.384
H 5.162 2.396 1.219
H -2.307 1.123 -3.295
Cs 0.624 -4.958 8.379
C -3.196 -0.588 -5.478
H 3.724 1.309 -2.668
H -2.815 0.499 0.735
H 2.370 5.667 2.273
H 2.322 6.444 -1.223
C 2.426 6.071 -2.234
O 5.290 6.895 2.027
H 5.879 0.031 0.793
C 3.585 1.112 -1.603
H -3.148 -1.875 1.931
N -4.304 -2.592 -4.552
H -0.636 -2.848 3.650
C -3.904 0.489 0.533
C 1.833 -0.349 2.642
H -0.252 -1.346 2.003
H 3.285 2.071 -1.158
H -3.091 0.462 -5.186
H 5.306 -0.179 -1.544
B -2.245 -3.923 1.828
C -0.746 -4.359 2.195
O 5.540 7.748 0.053
H 1.241 0.306 1.996
H -4.891 -2.968 -3.825
H 3.562 -1.745 -1.712
C 4.886 0.369 0.493
H -2.204 -1.041 -5.476
F -0.890 -6.415 5.811
O 0.788 4.273 -1.907
H 1.618 7.930 -2.969
H -3.199 -0.759 -1.315
Li 0.710 2.146 -1.351
C -4.520 -3.971 2.047
H -3.975 -2.301 -1.284
C 2.456 0.090 -1.434
H 5.642 1.492 -1.173
C -4.207 -4.322 0.601
H -4.638 -3.968 -6.105
O -3.339 -4.241 2.764
H 3.937 5.024 2.765
C 4.923 0.688 -1.000
H -5.404 -1.008 0.143
H -2.562 -1.985 -0.235
H 0.420 -2.522 0.932
C 1.289 5.143 -2.594
H -5.259 -4.689 2.411
O 1.859 2.865 3.282
H 1.497 -0.243 3.677
H 4.501 1.291 2.420
C 0.477 -2.162 1.956
Al 0.740 -6.243 5.458
H 4.212 -0.473 0.682
```



Entry 4:
A molecular structure, C25H55F4N2NiO33P5S4 at a distorted geometry, computed with ωB97M-V/def2-TZVPD.

Properties
Electronic energy in hartree: -8785.62084
Spin multiplicity: 3
Charge: -2
<S²>: 2.006
LUMO level (spin up / spin down) in eV: 3.193 / 2.591
HOMO-LUMO gap (spin up / spin down) in eV: 6.03 / 5.40

```
129
C25H55F4N2NiO33P5S4 | OMol25 | ωB97M-V/def2-TZVPD
C -19.347 -19.725 22.757
O -9.839 -19.483 12.824
O -11.551 -25.158 19.614
C -16.945 -23.559 18.014
H -15.694 -22.956 14.673
P -11.040 -19.001 13.564
O -12.706 -17.628 17.572
O -12.208 -23.883 17.528
C -16.637 -11.656 16.568
O -16.136 -20.623 15.121
H -9.781 -25.235 18.515
H -14.989 -23.071 20.054
C -14.864 -24.778 9.832
H -10.588 -18.445 16.683
H -12.541 -16.850 11.106
C -19.010 -13.936 13.945
H -14.167 -21.938 18.866
H -16.233 -20.605 8.910
H -15.385 -19.542 10.860
C -18.224 -18.113 21.303
H -13.514 -22.496 16.938
H -9.461 -25.162 20.211
O -20.167 -17.777 13.637
C -16.420 -21.541 16.009
H -13.667 -20.458 14.107
H -15.580 -11.886 16.703
H -14.396 -25.478 9.139
H -13.038 -20.594 15.793
O -17.167 -24.494 18.845
C -14.133 -22.430 19.838
O -16.419 -15.768 18.586
P -12.790 -24.397 18.934
H -17.600 -21.845 19.336
P -15.616 -16.862 12.968
H -18.548 -14.426 14.802
H -17.192 -18.243 21.629
O -19.890 -15.940 16.070
H -16.495 -21.092 12.206
O -20.616 -19.844 14.777
C -18.796 -9.600 13.609
O -15.964 -17.606 14.208
O -18.062 -13.053 13.245
H -17.154 -11.801 17.516
C -17.140 -21.153 8.656
O -21.040 -18.000 16.962
O -16.480 -22.803 11.170
H -20.408 -19.973 22.770
S -14.086 -17.906 18.021
H -14.439 -24.862 10.832
S -15.412 -16.014 17.494
C -13.535 -16.023 14.171
F -14.216 -19.460 17.766
H -11.628 -18.196 10.608
H -19.834 -13.330 14.321
H -19.571 -9.187 14.255
H -9.328 -17.395 15.984
H -19.617 -19.459 20.457
H -17.918 -8.969 13.748
C -17.208 -22.108 18.365
N -18.572 -18.368 15.678
H -17.952 -21.121 9.383
O -17.158 -19.960 17.835
H -14.057 -21.622 20.565
O -11.635 -20.289 14.379
H -9.333 -19.070 15.515
H -18.770 -20.452 23.328
H -14.448 -23.804 9.573
O -14.391 -15.842 13.103
H -18.018 -21.427 11.554
H -12.276 -23.061 15.740
H -10.935 -17.059 11.698
O -14.995 -17.868 11.885
C -12.983 -23.350 16.518
H -18.510 -18.358 24.100
H -12.475 -16.052 13.919
C -18.880 -19.466 21.260
H -19.028 -9.872 12.579
F -16.341 -15.801 16.181
O -10.792 -17.795 14.764
H -20.258 -18.022 23.814
Ni -16.612 -18.583 16.088
O -18.652 -23.709 9.933
O -16.311 -24.826 9.723
H -13.123 -19.039 15.091
C -16.377 -23.901 16.533
O -19.065 -17.503 22.277
H -13.744 -24.008 16.098
O -17.116 -12.438 15.518
O -18.565 -10.760 14.355
O -16.014 -25.032 16.334
C -16.596 -15.342 11.065
C -17.178 -21.925 12.038
H -17.377 -14.582 11.060
C -16.995 -21.197 17.420
O -16.148 -11.226 13.510
C -12.945 -20.083 14.834
N -15.226 -17.628 16.990
O -12.230 -18.390 12.692
S -19.781 -17.392 16.434
H -13.687 -16.814 14.905
H -18.169 -20.226 20.936
C -15.801 -18.544 10.998
H -16.833 -18.572 11.347
C -10.164 -24.825 19.449
H -13.675 -15.159 14.820
F -18.962 -17.287 17.827
H -16.643 -10.583 16.376
O -16.874 -16.181 12.134
P -17.204 -23.476 9.864
H -15.646 -14.809 11.036
O -14.303 -15.092 17.369
H -17.476 -22.395 12.975
F -18.610 -19.397 13.528
H -18.129 -17.534 20.385
H -10.138 -23.749 19.276
O -16.724 -22.531 8.599
H -19.350 -14.631 13.176
H -16.759 -15.880 10.132
C -11.856 -17.604 11.494
P -17.379 -11.853 14.051
C -9.986 -18.244 15.797
O -14.066 -25.208 18.873
S -19.633 -18.725 14.556
C -16.131 -22.829 15.652
O -14.463 -17.895 19.463
H -15.705 -18.003 10.056
H -17.604 -20.645 7.809
C -19.312 -18.323 23.363
O -12.880 -23.087 19.855
```